1.
Formula: C12H23BrN4O4
Source: the OMol25 dataset
Level of theory: ωB97M-V/def2-TZVPD

Properties
Molar mass in g/mol: 367.24
2S+1: 1
HOMO level in eV: -5.48
Energy above the lowest of the compared OMol25 structures with the same formula, charge and spin in eV: 1.907

Cartesian coordinates (Å):
C -0.765 3.189 -1.366
C 0.143 2.966 -0.127
N 0.589 1.538 0.033
C -0.365 0.910 0.951
C 0.097 -0.494 1.411
C -0.325 -1.653 0.450
C -1.768 -2.174 0.737
C -2.901 -1.408 -0.012
O -3.733 -0.781 0.983
C -4.600 0.142 0.435
O -5.489 -0.173 -0.279
N 0.706 -2.712 0.725
C 1.751 -2.481 -0.115
N 3.046 -2.806 0.080
N 1.376 -1.766 -1.301
C -0.057 -1.527 -1.064
O -0.618 -2.777 -1.589
C 1.924 1.638 0.628
C 3.151 1.781 -0.320
O 2.123 1.642 1.822
H -1.808 2.856 -1.158
H -0.357 2.790 -2.310
H -0.845 4.294 -1.504
H 1.086 3.538 -0.302
H -0.298 3.386 0.800
H -0.641 1.499 1.851
H -1.316 0.775 0.378
H -0.400 -0.693 2.389
H 1.183 -0.581 1.605
H -1.887 -3.253 0.540
H -1.960 -2.039 1.826
H -3.518 -2.099 -0.630
H -2.536 -0.620 -0.709
H -4.455 1.218 0.689
H 0.987 -2.826 1.699
H 3.628 -2.105 0.535
H 3.497 -3.658 -0.221
H 1.755 -0.809 -1.117
H -0.590 -0.783 -1.675
H -1.378 -2.573 -2.152
H 2.820 1.995 -1.351
H 3.876 2.645 0.064
H 3.752 0.852 -0.295
Br 5.121 3.139 -1.037

Löwdin population analysis, charges in e, atoms 1 to 6:
1. C -0.08
2. C -0.22
3. N -0.09
4. C -0.18
5. C -0.08
6. C -0.34

---

2.
Formula: C12H23Cl4N4O3S
Source: the OMol25 dataset
Level of theory: ωB97M-V/def2-TZVPD

Properties
Molar mass in g/mol: 445.22
Total charge: +1
2S+1: 1
HOMO level in eV: -12.42

Cartesian coordinates (Å):
C 2.913 -2.661 1.141
C 3.179 -2.091 -0.266
C 2.017 -1.302 -0.877
C 1.990 0.165 -0.453
C 0.979 1.058 -1.180
N 1.879 0.344 1.006
C 2.715 0.981 1.832
N 3.865 1.563 1.479
N 2.262 0.962 3.089
C 1.112 0.320 3.040
S 0.123 0.087 4.457
N 0.821 -0.063 1.788
C -0.385 -0.694 1.268
O -1.446 0.099 1.694
C -2.708 -0.289 1.196
O -3.162 0.764 0.413
C -4.259 0.426 -0.422
C -5.570 0.150 0.323
O -6.659 0.894 -0.188
H 1.874 -2.526 1.445
H 3.108 -3.731 1.165
H 3.564 -2.214 1.891
H 4.057 -1.442 -0.240
H 3.404 -2.913 -0.945
H 1.073 -1.811 -0.682
H 2.128 -1.281 -1.963
H 2.996 0.528 -0.670
H 0.027 1.121 -0.655
H 1.369 2.073 -1.268
H 0.828 0.692 -2.193
H 4.322 1.422 0.599
H 4.287 2.177 2.154
H 0.078 -1.244 4.337
H -0.318 -0.680 0.183
H -0.443 -1.718 1.647
H -3.359 -0.478 2.054
H -2.630 -1.204 0.590
H -4.415 1.287 -1.070
H -3.979 -0.429 -1.051
H -5.804 -0.920 0.316
H -5.465 0.462 1.362
H -6.821 0.645 -1.103
C 0.085 2.299 -5.056
Cl 0.014 3.677 -3.953
Cl -1.203 1.158 -4.651
Cl -0.100 2.847 -6.712
Cl 1.651 1.488 -4.870

Löwdin population analysis, charges in e, atoms 1 to 6:
1. C -0.08
2. C -0.22
3. C -0.16
4. C -0.28
5. C -0.02
6. N 0.08